DFT (ωB97M-V/def2-TZVPD) results for a structure of composition C12H36F2K4NO20P4S2.

Each line ends with the Mulliken charge.
Geometry (Å):
1 K 6.5964 -0.7255 1.5774  0.998
2 K -1.5178 5.6084 -3.5821  0.992
3 K 2.9061 6.7767 -0.7922  0.987
4 K 2.0000 -2.3325 -7.0507  0.996
5 S 3.5912 2.5932 -3.8067  1.042
6 S 2.1036 1.5435 -2.2170  1.045
7 P -0.5739 -6.6625 -3.6469  1.089
8 P -3.3366 0.2500 7.7553  1.079
9 P -7.5442 -3.4055 0.4089  0.981
10 P 9.3417 8.9338 -2.6105  1.007
11 F 3.8654 4.0169 -4.6489  -0.325
12 F 0.6855 2.0044 -1.6015  -0.272
13 O -6.0643 -2.8172 -0.0448  -0.295
14 O -3.5251 1.1424 8.9142  -0.707
15 O 8.8849 10.2580 -3.3939  -0.297
16 O 1.6676 0.2910 -2.9336  -0.528
17 O -8.6339 -2.5769 -0.0841  -0.686
18 O -1.9590 -5.8781 -4.0443  -0.289
19 O 10.5668 9.5491 -1.6367  -0.308
20 O -3.3655 1.0905 6.3830  -0.331
21 O -4.5316 -0.8453 7.5926  -0.215
22 O 0.4480 -6.9058 -4.7733  -0.728
23 O 0.0478 -5.7204 -2.4529  -0.327
24 O 2.9196 1.3169 -1.0674  -0.538
25 O 4.8899 2.4403 -3.0492  -0.566
26 O -7.4144 -3.4937 2.0123  -0.245
27 O 8.2793 8.1186 -1.9799  -0.651
28 O -1.2173 -7.9462 -2.9352  -0.286
29 O -2.0185 -0.6818 7.7345  -0.342
30 O -7.4973 -4.9388 -0.1079  -0.303
31 O 10.3836 8.1199 -3.7061  -0.313
32 O 3.2933 1.6854 -4.8952  -0.545
33 N 2.3963 3.0590 -3.0194  -0.286
34 C -8.6149 -5.8360 0.0415  -0.600
35 C -0.7299 -9.1989 -3.4657  -0.787
36 C -3.1143 -6.5823 -4.5080  -0.525
37 C -1.2361 -0.6996 8.9582  -0.767
38 C -5.1195 -1.3960 8.7105  -0.748
39 C 9.7365 7.2670 -4.7151  -0.637
40 C -5.7702 -1.6706 -0.8997  -0.683
41 C 10.9378 8.7165 -0.5381  -0.747
42 C 9.7148 11.3851 -3.7245  -0.593
43 C -0.7560 -5.3565 -1.3677  -0.662
44 C -8.0812 -2.6650 2.8993  -0.675
45 C -2.9068 0.5285 5.1581  -0.693
46 H -8.8801 -2.0111 2.5498  0.334
47 H 8.6502 7.3337 -4.7743  0.312
48 H 10.0571 6.2408 -4.5358  0.237
49 H 11.9877 8.4269 -0.4939  0.303
50 H -6.5675 -1.5580 -1.6342  0.323
51 H -0.4104 -9.8640 -2.6633  0.296
52 H -0.2967 -5.9042 -0.5448  0.320
53 H 10.3345 7.8204 -0.3929  0.296
54 H -7.3230 -2.0932 3.4343  0.234
55 H -4.8267 -1.7622 -1.4377  0.252
56 H -5.9036 -0.6925 -0.4375  0.296
57 H -1.6582 -0.0574 9.7312  0.356
58 H -8.6143 -3.3410 3.5679  0.265
59 H 11.0183 9.2230 0.4238  0.300
60 H 9.0588 12.2551 -3.7530  0.268
61 H -1.7358 -5.8266 -1.4523  0.270
62 H 10.0632 11.2085 -4.7421  0.262
63 H -1.6492 -9.7269 -3.7193  0.296
64 H -6.0167 -1.9820 8.5112  0.271
65 H -8.2815 -6.7497 0.5334  0.278
66 H -9.2488 -6.1127 -0.8009  0.275
67 H -3.7161 0.7593 4.4654  0.301
68 H -5.2660 -0.6946 9.5320  0.338
69 H -1.0656 -4.3213 -1.2243  0.269
70 H -3.3517 -6.4155 -5.5587  0.244
71 H -0.3831 -0.0283 8.8588  0.310
72 H -3.8849 -6.0950 -3.9107  0.228
73 H -1.9969 0.9809 4.7636  0.257
74 H -0.0288 -9.3347 -4.2892  0.352
75 H -4.5034 -2.1839 9.1438  0.297
76 H 10.3359 7.5975 -5.5634  0.264
77 H 10.4915 11.7713 -3.0644  0.297
78 H -3.0633 -7.6698 -4.4543  0.241
79 H -0.9782 -1.7068 9.2856  0.289
80 H -9.2768 -5.2925 0.7158  0.249
81 H -2.7978 -0.5534 5.0835  0.305

Values from the calculation:
E_LUMO ... -8.23 eV
Net charge ... +3
Spin multiplicity ... 1
M ... 896.83 g mol⁻¹
Energy above the lowest of the compared OMol25 structures with the same formula, charge and spin ... 6.6243 eV
Orbital gap ... 0.20690 Eh
Electronic energy ... -185012.272 eV